Entry 1:
Molecular formula: C4H8S2
Method: DFT, ωB97M-V with the def2-TZVPD basis set

XYZ file:
```
14
C4H8S2, DFT ωB97M-V with the def2-TZVPD basis set
C 0.970 0.299 0.724
S 1.918 -0.882 -0.306
H -1.441 -1.569 1.278
H -1.828 0.637 -1.161
S -1.701 -1.124 -0.048
H 1.317 -1.990 0.102
H 1.798 0.891 1.075
H -0.712 2.901 -0.815
H -2.155 1.054 0.508
C 0.104 2.427 -0.186
C 0.002 1.185 0.107
C -1.404 0.646 -0.145
H 0.531 -0.225 1.598
H 0.986 3.053 0.068
```

Output
- SMILES: C=C(CS)CS
- Relative energy (zero: lowest compared OMol25 entry of this formula, charge and spin): 183.2 kJ/mol
- Orbital gap: 9.4 eV
- Energy: -25946.5155 eV
- LUMO: 0.025 Ha
- Net charge: 0

=====

Entry 2:
Molecular formula: C28H44F2N3O4
Method: DFT, ωB97M-V with the def2-TZVPD basis set

XYZ file:
```
81
C28H44F2N3O4, DFT ωB97M-V with the def2-TZVPD basis set
H -6.310 -0.645 -3.090
H -5.500 -2.412 -1.558
H -5.168 -2.380 1.920
H -4.869 1.617 -3.313
O 4.874 -1.289 -1.724
C 6.036 -1.024 -0.965
O 0.338 0.739 1.000
H 7.901 2.097 -3.189
H -0.492 3.176 3.971
C 7.304 1.407 -2.588
H 4.388 2.079 1.028
C -2.907 0.696 1.544
H 7.994 0.627 -2.268
N 5.527 1.534 -0.702
H 4.185 2.541 -1.985
H -3.949 1.797 4.157
C -8.416 -1.663 0.603
H 4.443 -2.707 -3.142
C -1.371 -1.370 -1.324
H -2.448 2.033 6.159
C -4.007 -0.979 -0.685
H -3.262 0.639 -2.742
H -8.737 -2.283 -0.280
H 6.737 0.336 0.555
H -2.287 2.641 2.302
C -2.579 -0.814 -0.517
F -5.192 1.112 2.254
H -2.934 0.251 4.244
H 1.354 -1.724 0.660
C 0.464 -3.440 -0.359
H 6.152 -2.216 -3.119
H 4.908 -1.119 -3.771
C -2.041 0.032 0.584
H 6.406 3.150 -1.729
H -0.909 3.976 5.578
H 7.506 2.294 -0.643
C -4.937 -0.320 0.274
C 0.866 -1.921 -0.338
H -1.056 1.269 5.280
C 4.329 1.511 -1.644
H 0.790 -3.927 -1.318
H 6.093 2.582 1.066
H 4.592 0.923 -2.518
H 6.549 0.980 -3.246
H 2.687 1.661 -0.221
H 1.647 -1.662 -1.109
H -2.118 3.977 4.233
C -4.586 -1.828 -1.846
C -2.921 1.368 4.082
H -0.606 -3.642 -0.113
C -4.353 0.699 -2.952
H -8.878 -0.640 0.559
H 3.132 0.000 -0.614
H -6.765 -3.190 2.034
C -1.925 1.982 5.161
H -1.183 1.292 2.753
H -3.829 -2.427 -2.405
C 3.044 1.007 -1.017
C -0.477 0.034 0.457
N -0.265 -0.983 -0.510
C -2.259 1.578 2.655
O -4.286 -0.390 -4.063
C 5.206 2.485 0.440
C -6.051 -2.692 1.313
H 2.262 0.981 -1.779
N -6.352 -0.480 0.072
H 5.007 -0.022 0.628
H 6.915 -0.910 -1.596
H 6.223 -1.899 -0.330
H -5.815 -3.480 0.544
C -1.308 3.368 4.723
C -4.356 0.492 1.357
F 1.249 -4.081 0.658
C -5.170 -0.700 -2.940
O -1.316 -1.948 -2.376
C -6.841 -1.527 0.640
H 4.934 3.452 0.017
C 5.840 0.180 -0.048
C 6.732 2.161 -1.401
H -8.708 -2.149 1.572
C 5.124 -1.867 -3.004
```

Output
- Orbital gap: 8.2 eV
- Energy: -47834.0734 eV
- LUMO: -0.083 Ha
- Net charge: +1

=====

Entry 3:
Molecular formula: C6H7N3O
Method: DFT, ωB97M-V with the def2-TZVPD basis set

XYZ file:
```
17
C6H7N3O, DFT ωB97M-V with the def2-TZVPD basis set
H -3.825 -1.485 -0.181
N -1.748 -1.291 0.350
C -0.860 -0.290 0.559
H 1.705 0.968 -1.298
N 2.652 -0.863 -0.782
H 3.353 1.950 0.726
C 3.542 -1.118 0.117
C -2.918 0.515 0.018
H -1.495 -2.264 0.406
H -1.257 1.750 0.419
H 3.972 -2.075 0.332
C 2.418 0.475 -0.671
C 3.209 0.973 0.314
C -2.999 -0.834 0.019
O 3.930 -0.048 0.822
H -3.657 1.264 -0.180
N -1.617 0.814 0.349
```

Output
- Relative energy (zero: lowest compared OMol25 entry of this formula, charge and spin): 173.4 kJ/mol
- Orbital gap: 9.4 eV
- Energy: -12851.2797 eV
- LUMO: 0.035 Ha
- Net charge: 0

=====

Entry 4:
Molecular formula: BF4H12O6
Method: DFT, ωB97M-V with the def2-TZVPD basis set

XYZ file:
```
23
BF4H12O6, DFT ωB97M-V with the def2-TZVPD basis set
O -4.809 1.993 -0.373
F -0.446 0.159 1.003
H -0.435 2.290 5.393
F -1.193 0.112 -1.166
O -3.586 -3.090 -3.419
O 5.221 2.430 1.356
H 1.706 3.066 -3.280
H -5.436 1.451 -0.853
O 1.896 -4.702 1.322
H 4.369 2.008 1.246
H -2.814 -3.409 -3.887
H 2.046 1.610 -3.038
O 2.260 2.354 -3.602
H 1.015 -4.438 1.058
H 2.444 -3.942 1.121
H 5.023 3.366 1.391
O 0.057 1.469 5.431
H -3.235 -2.674 -2.632
F -0.625 -1.770 -0.115
H -0.032 1.096 4.554
F 0.915 -0.420 -0.774
B -0.359 -0.480 -0.289
H -3.979 1.522 -0.448
```

Output
- Relative energy (zero: lowest compared OMol25 entry of this formula, charge and spin): 104.5 kJ/mol
- Orbital gap: 11.1 eV
- Energy: -24034.8730 eV
- LUMO: 0.105 Ha
- Net charge: -1